# 1
{
  "formula": "C31H35ClN2O2",
  "method": "ωB97M-V/def2-TZVPD",
  "homo_ev": -5.4415,
  "gap_ev": 2.981,
  "fmax_ev_per_a": 1.72,
  "e_tot_ev": -52308.9541,
  "total_charge": 0,
  "species": ["C", "C", "O", "C", "C", "C", "C", "C", "Cl", "C", "C", "C", "O", "H", "H", "H", "H", "H", "H", "H", "H", "H", "H", "C", "C", "C", "N", "C", "C", "C", "C", "C", "C", "C", "C", "C", "N", "C", "C", "C", "C", "C", "C", "C", "C", "C", "H", "H", "H", "H", "H", "H", "H", "H", "H", "H", "H", "H", "H", "H", "H", "H", "H", "H", "H", "H", "H", "H", "H", "H", "H"],
  "coordinates": [[5.28293, -0.69383, -1.66580], [4.48389, -1.96581, -1.50717], [3.65962, -1.80909, -0.33839], [2.94246, -2.94801, -0.07059], [1.98629, -2.80597, 1.01492], [1.22201, -3.88536, 1.49757], [1.37516, -5.21057, 0.95938], [0.53085, -6.24245, 1.33504], [0.67094, -7.76723, 0.55121], [-0.44939, -6.04926, 2.32603], [-0.55521, -4.78215, 2.93473], [0.26740, -3.73803, 2.56155], [3.16600, -3.95584, -0.75359], [5.78098, -0.66077, -2.63451], [4.64935, 0.19510, -1.58941], [6.07363, -0.63717, -0.91226], [3.83113, -2.13399, -2.37832], [5.15213, -2.83630, -1.40586], [2.00553, -1.85343, 1.53763], [2.14767, -5.38546, 0.23005], [-1.09133, -6.87635, 2.59546], [-1.31095, -4.64128, 3.70285], [0.20689, -2.76506, 3.07367], [4.16202, 6.43173, -0.87007], [4.83465, 5.37669, -1.75445], [4.22056, 4.02478, -1.38198], [3.07668, 4.35405, -0.55537], [2.24314, 3.38428, -0.06378], [2.79133, 2.20409, 0.50993], [1.95654, 1.24080, 1.02094], [0.54959, 1.30416, 0.84643], [-0.21853, 0.20510, 1.32427], [-1.54877, -0.10029, 0.91901], [-2.06033, 0.34910, -0.33704], [-3.35984, 0.09961, -0.70742], [-4.24132, -0.57951, 0.17178], [-5.55646, -0.79096, -0.20382], [-6.64673, 0.05827, 0.24705], [-7.83132, -0.27170, -0.66983], [-7.34596, -1.31977, -1.67851], [-5.88583, -1.63294, -1.33959], [-3.74477, -1.04329, 1.42601], [-2.42325, -0.84175, 1.76556], [0.00848, 2.50756, 0.26501], [0.83425, 3.53532, -0.14436], [3.03180, 5.72884, -0.10266], [4.87452, 6.83706, -0.14745], [3.75273, 7.25960, -1.44937], [4.63616, 5.56317, -2.81088], [5.91521, 5.34680, -1.60757], [3.88862, 3.45023, -2.26185], [4.93020, 3.37829, -0.83535], [3.87925, 2.09820, 0.58340], [2.37128, 0.40221, 1.58256], [0.23614, -0.40529, 2.10853], [-1.42240, 0.93811, -0.99400], [-3.74327, 0.44611, -1.67764], [-6.86799, -0.13939, 1.30762], [-6.35611, 1.12275, 0.17346], [-8.66062, -0.64470, -0.06923], [-8.15915, 0.63609, -1.18050], [-7.93016, -2.23892, -1.62590], [-7.39977, -0.93287, -2.69756], [-5.19661, -1.43190, -2.17692], [-5.75148, -2.69219, -1.06026], [-4.43597, -1.59040, 2.08014], [-2.03821, -1.20095, 2.72515], [-1.07258, 2.63010, 0.17362], [0.42661, 4.45066, -0.59927], [3.21487, 5.78904, 0.99057], [2.03480, 6.15235, -0.28259]],
  "atomic_forces_ev_per_a": [[0.3, 0.2, 0.1], [0.0, 0.2, -0.2], [0.1, -0.1, -0.2], [-0.4, -0.9, 0.0], [1.0, 0.6, -0.6], [-0.5, -1.2, 0.5], [-0.5, 0.2, 0.2], [-0.3, 1.4, 0.9], [0.1, -0.5, -0.1], [0.3, 0.3, -0.3], [0.1, -0.8, -0.3], [0.5, 0.4, -0.5], [-0.3, 0.9, 0.5], [0.0, -0.1, -0.1], [0.0, -0.1, 0.0], [-0.2, 0.1, 0.1], [0.2, 0.0, 0.3], [-0.4, 0.3, 0.0], [-0.1, -0.2, 0.0], [-0.1, 0.0, -0.1], [-0.1, 0.1, 0.1], [0.2, 0.0, 0.0], [-0.1, -0.4, -0.3], [-0.1, 0.2, 0.3], [0.0, -0.3, -0.3], [0.3, -0.6, 0.4], [-0.1, 0.1, -0.3], [-0.1, -0.7, 0.1], [-0.1, 0.4, -0.2], [-0.1, -0.1, 0.1], [0.1, 0.5, 0.1], [0.0, 0.2, -0.2], [-0.6, 0.0, -0.2], [0.2, 0.1, 0.4], [-0.4, -0.3, 0.2], [1.2, 0.1, 0.5], [-0.7, -0.3, 0.0], [0.4, 0.2, 0.4], [0.0, 0.2, 0.2], [0.2, -0.2, -0.3], [0.6, -0.2, 0.0], [-0.6, 0.2, -0.8], [0.5, 0.2, 0.1], [0.2, -0.3, 0.2], [0.1, -0.1, 0.1], [-0.2, 0.0, 0.4], [-0.1, 0.1, -0.2], [0.2, 0.0, 0.0], [0.1, 0.1, 0.1], [-0.1, 0.1, -0.1], [0.1, 0.2, 0.2], [0.0, 0.3, -0.2], [-0.5, 0.0, 0.0], [0.0, 0.1, -0.4], [-0.1, 0.1, -0.3], [-0.1, -0.4, 0.1], [0.2, -0.2, 0.5], [-0.1, 0.1, -0.2], [-0.1, -0.2, 0.0], [0.0, 0.0, -0.1], [-0.1, -0.1, 0.1], [-0.1, 0.2, -0.1], [-0.2, -0.1, 0.1], [-0.3, -0.1, 0.1], [0.0, 0.2, -0.2], [0.4, 0.3, -0.3], [-0.1, 0.1, -0.4], [0.4, -0.1, 0.1], [0.2, -0.5, 0.3], [-0.1, -0.1, -0.4], [0.2, 0.1, 0.0]]
}

# 2
{
  "formula": "C31H35ClN2Si2Zr",
  "method": "ωB97M-V/def2-TZVPD",
  "homo_ev": -12.4965,
  "gap_ev": 4.600,
  "fmax_ev_per_a": 3.72,
  "e_above_lowest_kj_mol": 7.77,
  "e_tot_ev": -65240.4743,
  "total_charge": 2,
  "species": ["C", "C", "C", "H", "C", "C", "H", "H", "H", "H", "Zr", "Si", "C", "C", "H", "C", "H", "C", "H", "C", "H", "C", "H", "C", "C", "H", "C", "H", "C", "H", "C", "H", "C", "H", "H", "Si", "C", "C", "H", "C", "H", "C", "H", "C", "H", "C", "H", "C", "C", "H", "C", "H", "C", "H", "C", "H", "C", "H", "H", "Cl", "N", "C", "C", "N", "H", "H", "H", "H", "H", "H", "H", "H"],
  "coordinates": [[-0.91130, -0.53771, 0.97924], [-1.75964, -0.19775, -0.13564], [-1.54583, -1.17310, -1.16729], [-2.51906, 0.58478, -0.15764], [-0.60833, -2.14143, -0.67489], [-0.19878, -1.74487, 0.64181], [0.42903, -2.32247, 1.31838], [-0.94317, -0.06429, 1.96021], [-2.09309, -1.25989, -2.10296], [-0.32652, -3.06125, -1.18310], [0.52907, -0.10052, -0.84642], [-0.14118, 0.11135, -7.27748], [0.31778, 1.66438, -8.20965], [1.64176, 1.83243, -8.65236], [2.36508, 1.01968, -8.53768], [2.04114, 3.03972, -9.23128], [3.07914, 3.17378, -9.54475], [1.10290, 4.06360, -9.41749], [1.41039, 5.00766, -9.87532], [-0.22576, 3.89131, -8.99871], [-0.95702, 4.69098, -9.15521], [-0.62053, 2.69347, -8.39299], [-1.65135, 2.54112, -8.06743], [0.60656, -1.30796, -8.26141], [0.21111, -1.51982, -9.59545], [-0.53911, -0.86858, -10.05243], [0.77260, -2.56880, -10.33605], [0.47183, -2.73166, -11.37597], [1.71942, -3.41702, -9.74472], [2.14411, -4.25074, -10.30998], [2.10923, -3.21702, -8.41586], [2.84423, -3.87118, -7.93913], [1.54952, -2.17188, -7.68072], [1.84413, -2.02685, -6.63734], [-1.61022, 0.00514, -7.24397], [1.15834, 0.33839, -5.18196], [0.17988, -1.23414, -4.63709], [-1.20592, -1.43452, -4.83390], [-1.84953, -0.65607, -5.25722], [-1.81620, -2.66516, -4.55854], [-2.88236, -2.79656, -4.75306], [-1.06839, -3.73119, -4.06790], [-1.52875, -4.70851, -3.90124], [0.29728, -3.54436, -3.84767], [0.89851, -4.36082, -3.44964], [0.91616, -2.32928, -4.15765], [1.99444, -2.23364, -4.01181], [0.07957, 1.77197, -4.55330], [-1.12923, 1.59981, -3.85723], [-1.47863, 0.60831, -3.55735], [-1.97023, 2.68363, -3.57372], [-2.93668, 2.50398, -3.09303], [-1.59470, 3.97810, -3.92032], [-2.24552, 4.83091, -3.69557], [-0.38648, 4.17130, -4.60237], [-0.08295, 5.17986, -4.88562], [0.42549, 3.08558, -4.93758], [1.32789, 3.24628, -5.53847], [2.31798, 0.39472, -4.24556], [2.39958, -1.49851, -1.27330], [0.35807, 2.27396, -0.81269], [1.47701, 2.95138, -0.05582], [1.79120, 2.17115, 1.19911], [1.81709, 0.68799, 0.88232], [0.23963, 2.67866, -1.75274], [-0.53414, 2.50904, -0.35757], [2.35160, 3.00610, -0.71938], [1.17528, 3.97417, 0.20033], [2.76296, 2.47315, 1.60613], [1.03171, 2.33356, 1.97282], [2.77213, 0.40045, 0.62710], [1.66748, 0.15068, 1.74878]],
  "atomic_forces_ev_per_a": [[-1.0, -0.8, -0.5], [0.1, -0.9, 0.5], [-0.3, -0.6, 1.2], [0.5, -0.1, -0.1], [-1.0, -0.2, 0.9], [-1.5, -0.2, -0.1], [0.1, 0.3, -0.3], [0.2, 0.0, -0.4], [0.3, 0.2, 0.0], [0.2, 0.4, 0.0], [2.7, 1.5, -2.1], [2.3, 0.4, -1.9], [-0.3, 0.2, 0.1], [-0.1, 0.4, 0.0], [-0.2, 0.2, 0.0], [-0.2, -0.2, 0.0], [-0.4, 0.0, 0.0], [-0.2, -0.1, 0.3], [-0.1, -0.4, 0.1], [0.1, 0.0, -0.2], [0.3, -0.3, 0.0], [0.6, 0.1, -0.1], [0.2, 0.2, -0.1], [-0.1, -0.4, 0.4], [0.2, -0.3, 0.1], [0.3, -0.2, 0.1], [0.0, 0.1, 0.2], [0.1, 0.1, 0.4], [-0.1, 0.1, 0.2], [-0.1, 0.3, 0.1], [-0.1, 0.0, -0.1], [-0.2, 0.2, -0.3], [-0.1, 0.1, -0.4], [0.0, -0.1, -0.3], [0.0, 0.2, 0.6], [-2.7, -0.6, 0.2], [0.2, -0.1, 0.7], [-0.3, -0.4, 0.1], [0.4, -0.3, 0.3], [0.0, 0.3, -0.2], [0.3, 0.1, 0.0], [0.3, 0.0, 0.1], [0.1, 0.4, 0.0], [0.1, -0.2, -0.1], [-0.1, 0.1, -0.2], [-0.4, -0.2, 0.4], [-0.3, -0.1, -0.1], [0.0, 0.4, 0.2], [-0.1, 0.2, 0.3], [0.2, 0.2, -0.2], [-0.1, 0.1, 0.3], [0.3, 0.1, -0.1], [0.1, 0.0, -0.1], [0.3, -0.4, -0.1], [0.1, 0.0, 0.0], [-0.1, -0.3, 0.0], [-0.2, -0.1, 0.1], [-0.3, 0.1, 0.2], [0.4, -0.2, -0.7], [-0.3, 0.6, 0.1], [-0.3, 0.1, 0.2], [-0.2, 0.1, -0.6], [0.0, -0.5, 0.2], [0.5, 0.0, 0.8], [0.2, -0.1, 0.1], [0.3, -0.1, -0.1], [-0.3, 0.0, 0.1], [0.2, -0.2, -0.1], [-0.3, 0.0, 0.0], [0.1, -0.1, -0.2], [-0.3, 0.3, -0.1], [0.0, 0.4, -0.3]]
}